{
  "formula": "C11H20Br15O2S",
  "method": "ωB97M-V/def2-TZVPD",
  "lumo_ev": -3.0,
  "total_charge": 1,
  "largest_force_ha_per_bohr": 0.0302,
  "homo_lumo_gap_ha": 0.3251,
  "energy_ha": -39589.62830,
  "homo_ev": -11.816,
  "species": ["C", "C", "O", "C", "C", "S", "C", "C", "O", "H", "H", "H", "H", "H", "H", "H", "H", "H", "H", "H", "H", "H", "H", "H", "C", "Br", "Br", "Br", "H", "C", "Br", "Br", "Br", "H", "C", "Br", "Br", "Br", "H", "C", "Br", "Br", "Br", "H", "C", "Br", "Br", "Br", "H"],
  "coordinates": [[1.9418, 0.0906, -0.3787], [1.0644, -0.1948, -1.6194], [-0.0947, -0.9705, -1.3068], [-0.6668, -1.3844, -2.5303], [-2.0018, -2.1505, -2.3422], [-2.7053, -2.0267, -0.6658], [-3.6840, -0.4683, -0.4693], [-3.8146, 0.3999, -1.7643], [-3.9177, 1.7542, -1.3468], [2.7683, -0.6317, -0.2976], [2.4078, 1.0737, -0.5304], [1.3559, 0.1214, 0.5486], [0.7425, 0.7564, -2.0813], [1.7045, -0.7218, -2.3516], [0.0476, -2.0943, -3.0065], [-0.7320, -0.5259, -3.2231], [-2.7333, -1.7266, -3.0461], [-1.8706, -3.1995, -2.6425], [-1.6597, -1.8611, 0.2160], [-4.6961, -0.8027, -0.1995], [-3.2899, 0.0743, 0.3977], [-4.7741, 0.1673, -2.2339], [-2.9516, 0.3407, -2.4403], [-3.3059, 1.9015, -0.6164], [-3.8208, 5.0385, 0.9961], [-2.5598, 3.5674, 0.9948], [-3.6412, 6.1321, -0.5858], [-5.6357, 4.4228, 1.2443], [-3.5736, 5.6587, 1.8470], [0.1649, -6.2012, -3.6429], [0.4995, -5.5452, -5.4293], [0.6152, -4.8776, -2.3035], [-1.6522, -6.8279, -3.4345], [0.8180, -7.0494, -3.4840], [6.0270, 0.2710, 0.7083], [5.9007, -0.2101, 2.5762], [5.3249, -1.1269, -0.4343], [5.2050, 1.9857, 0.3496], [7.0786, 0.3708, 0.4740], [-1.1541, 6.9050, 4.1984], [0.0824, 5.4186, 4.1761], [-0.9985, 7.9901, 2.6060], [-2.9748, 6.3130, 4.4758], [-0.8894, 7.5297, 5.0413], [5.1063, -3.4997, 4.6515], [4.5595, -4.8477, 5.9245], [5.8667, -1.9538, 5.5315], [6.3015, -4.2194, 3.3125], [4.2151, -3.1659, 4.1370]],
  "lowdin_charge": [-0.0801, -0.2468, -0.2118, -0.2874, -0.3274, 1.1452, -0.2962, -0.2554, -0.1008, -0.0142, 0.0465, 0.0825, 0.1274, 0.1285, 0.0900, 0.1318, 0.1007, 0.0614, 0.0466, 0.0975, 0.0957, 0.1335, 0.1060, -0.0479, -1.6007, 0.6204, 0.5939, 0.5912, -0.1148, -1.6087, 0.5872, 0.6012, 0.5778, -0.0246, -1.5829, 0.5504, 0.6064, 0.5895, -0.0270, -1.6062, 0.5628, 0.5775, 0.6018, -0.0278, -1.6305, 0.5762, 0.5378, 0.5570, -0.0332]
}